(1)
{"formula": "C24H40HgN8S5", "method": "ωB97M-V with the def2-TZVPD basis set", "e_above_lowest_ev": 0.1310, "spin_multiplicity": 2, "homo_ev": [-9.33, -10.14], "charge": 1, "symbols": ["Hg", "N", "C", "S", "N", "N", "C", "C", "C", "C", "C", "C", "C", "C", "C", "C", "C", "C", "N", "H", "H", "H", "H", "H", "H", "H", "H", "H", "H", "H", "C", "C", "S", "C", "C", "S", "C", "C", "S", "H", "H", "H", "H", "H", "H", "H", "H", "H", "H", "H", "H", "C", "N", "C", "S", "N", "C", "H", "H", "H", "H", "H", "H", "H", "H", "N", "C", "C", "N", "H", "H", "H", "H", "H", "H", "H", "H", "H"], "xyz": [[1.14106, -0.01294, 0.50291], [4.02281, -1.36102, 3.40220], [2.83355, -0.98754, 2.87902], [2.24566, -2.01499, 1.56717], [2.25482, 0.03619, 3.43899], [1.04638, 0.38871, 2.91646], [0.23485, 1.03321, 3.66596], [0.49094, 1.36685, 5.09091], [0.89490, 0.39897, 6.00580], [1.10172, 0.74116, 7.33252], [0.92540, 2.05269, 7.75213], [0.52843, 3.02273, 6.84335], [0.30037, 2.67771, 5.52055], [-1.10212, 1.38975, 3.10418], [-2.20014, 1.33171, 3.96210], [-3.46762, 1.58293, 3.47009], [-3.60626, 1.90181, 2.12956], [-2.46321, 1.94964, 1.34934], [-1.23397, 1.70079, 1.80848], [4.58794, -2.02864, 2.91122], [4.43830, -0.77681, 4.10880], [1.04572, -0.61975, 5.67578], [1.40687, -0.01742, 8.04082], [1.09546, 2.31769, 8.78707], [0.39149, 4.04644, 7.16501], [-0.02264, 3.43344, 4.81396], [-2.05150, 1.07735, 5.00151], [-4.32826, 1.53226, 4.12366], [-4.56890, 2.12739, 1.69319], [-2.54548, 2.20631, 0.29566], [-0.58556, -4.08674, -4.43685], [0.51026, -4.63036, -3.50775], [0.75149, -3.70136, -1.96812], [2.20361, -2.69882, -2.36678], [2.11410, -1.85960, -3.63088], [0.71687, -0.69844, -3.59378], [0.29004, -0.58947, -5.35571], [-0.62789, -1.66265, -5.92619], [0.00748, -3.36028, -5.99981], [-1.15681, -3.31980, -3.91790], [-1.27630, -4.88769, -4.69860], [1.47022, -4.69536, -4.02098], [0.25776, -5.64584, -3.20381], [3.07482, -3.35174, -2.44297], [2.35474, -2.07382, -1.48503], [1.99526, -2.49161, -4.50899], [3.03517, -1.28547, -3.74361], [1.21928, -0.54823, -5.92642], [-0.19760, 0.38171, -5.47192], [-0.84662, -1.39784, -6.96263], [-1.59176, -1.68288, -5.41272], [1.81352, 2.90658, -3.12933], [0.35597, 2.92178, -3.10068], [-0.42998, 2.58475, -2.07169], [-2.02755, 2.02910, -2.39941], [-0.01378, 2.75610, -0.82147], [1.07893, 3.59321, -0.34644], [2.12282, 2.55800, -4.11229], [2.19092, 2.19760, -2.39514], [2.24844, 3.89015, -2.95744], [-0.12016, 2.88562, -3.98622], [-0.55337, 2.30428, -0.09316], [1.21008, 4.44853, -1.00458], [2.01798, 3.04584, -0.25701], [0.80070, 3.96142, 0.63891], [-2.32611, -1.13800, -2.47447], [-2.71905, -1.69382, -1.13989], [-1.61357, -1.27184, -0.17777], [-1.76937, -1.57045, 1.20726], [-3.01728, -1.31732, -3.19934], [-1.41129, -1.51389, -2.76411], [-2.16729, -0.09039, -2.41416], [-2.79472, -2.77707, -1.23215], [-3.69218, -1.27977, -0.87856], [-1.48353, -0.18961, -0.31085], [-0.69339, -1.74896, -0.53114], [-1.54466, -2.50767, 1.49673], [-2.57721, -1.19450, 1.67751]]}



(2)
{"formula": "C24H40O16S4", "method": "ωB97M-V with the def2-TZVPD basis set", "spin_multiplicity": 2, "homo_ev": [-12.53, -12.53], "charge": 1, "symbols": ["O", "S", "O", "O", "C", "C", "C", "H", "H", "H", "H", "H", "H", "H", "H", "O", "S", "O", "O", "C", "C", "C", "H", "H", "H", "H", "H", "H", "H", "H", "O", "S", "O", "O", "C", "C", "C", "H", "H", "H", "H", "H", "H", "H", "H", "O", "S", "O", "O", "C", "C", "C", "H", "H", "H", "H", "H", "H", "H", "H", "C", "C", "C", "O", "C", "C", "C", "O", "H", "H", "H", "H", "C", "C", "C", "O", "C", "C", "C", "O", "H", "H", "H", "H"], "xyz": [[-0.05971, -5.74919, -1.05361], [1.19575, -5.22398, -1.47154], [2.28766, -4.93769, -0.52736], [1.86199, -6.04703, -2.65202], [1.41565, -7.41118, -2.92866], [2.41606, -8.06724, -3.76702], [0.86437, -3.69253, -2.50372], [0.49360, -7.34195, -3.50583], [1.28687, -8.06867, -2.06887], [2.36370, -7.53707, -4.71796], [2.34894, -9.15250, -3.84332], [3.39123, -7.80031, -3.35976], [1.69810, -2.99594, -2.59173], [0.19553, -3.09066, -1.88847], [0.44025, -3.98897, -3.46306], [-3.61107, 1.93464, 3.69110], [-4.88999, 1.96893, 3.00973], [-5.73496, 0.75457, 2.89139], [-5.79064, 3.16934, 3.71900], [-5.94441, 3.10004, 5.09296], [-5.65202, 4.46745, 5.69384], [-4.59578, 2.75160, 1.33715], [-5.29016, 2.36733, 5.56539], [-6.95588, 2.87312, 5.42988], [-6.22581, 5.15215, 5.06928], [-4.62138, 4.81955, 5.65014], [-5.89169, 4.54418, 6.75439], [-5.50757, 2.94481, 0.77196], [-3.86022, 2.07936, 0.89540], [-4.16829, 3.74657, 1.46123], [6.60089, -2.91838, -1.36879], [5.93147, -1.64999, -0.89329], [5.27396, -0.71434, -1.78958], [5.00401, -1.87689, 0.42850], [5.11225, -3.11147, 1.18628], [3.98135, -3.06056, 2.19284], [7.10324, -0.60954, 0.04934], [6.14036, -3.20248, 1.53673], [5.05686, -3.97524, 0.52376], [4.26226, -2.26500, 2.88297], [3.70145, -4.05528, 2.53965], [3.03563, -2.71317, 1.77687], [7.88350, -0.33326, -0.65986], [7.58185, -1.22640, 0.80994], [6.49790, 0.24213, 0.35972], [-1.51539, 3.37275, 1.11526], [-0.72337, 4.36071, 0.42691], [-1.33348, 5.42322, -0.37308], [0.32922, 5.08005, 1.55071], [0.51391, 4.42700, 2.84289], [1.95703, 4.65634, 3.34508], [0.59175, 3.54865, -0.62019], [0.21145, 3.39803, 2.64834], [-0.20823, 4.93437, 3.48255], [2.16805, 5.71415, 3.50199], [2.81725, 4.27603, 2.79419], [2.11479, 4.17406, 4.30977], [0.94751, 2.66774, -0.08584], [1.47953, 4.16729, -0.75138], [0.10422, 3.25919, -1.55112], [-0.86133, 0.45807, 1.88612], [-1.26115, 0.08036, 0.60375], [-0.42872, -0.21928, -0.50958], [-0.74171, -0.57902, -1.61863], [1.02336, -0.21801, -0.01997], [1.39908, 0.11384, 1.22070], [0.49492, 0.53437, 2.28933], [0.82775, 0.87079, 3.47737], [-1.60228, 0.79450, 2.59621], [-2.29071, -0.11520, 0.34270], [1.84351, -0.46499, -0.67783], [2.43697, -0.00174, 1.49606], [-3.12983, 1.92990, -5.97193], [-2.04452, 1.11260, -5.95956], [-1.82000, 0.02133, -4.97210], [-0.72358, -0.57494, -4.92228], [-3.09789, -0.17265, -4.13244], [-4.16312, 0.66915, -4.12095], [-4.27618, 1.85970, -4.96619], [-5.11797, 2.74141, -4.90131], [-3.36221, 2.69739, -6.69536], [-1.21183, 1.18831, -6.64316], [-3.07635, -0.93998, -3.37275], [-4.89759, 0.65568, -3.32927]]}